No. 1
59
Properties=species:S:1:pos:R:3 method="wB97M-V/def2-TZVPD" e_homo_ha=-0.424 homo_lumo_gap_ev=8.4 total_charge=+1 total_energy_ha=-4359.58788 de_lowest_kcal_mol=33.06
C -0.151 -0.524 7.264
C -0.689 0.727 6.404
F -1.150 1.791 7.202
N -1.740 0.174 5.489
C -2.931 -0.225 5.926
N -3.360 -0.136 7.295
C -4.670 -0.668 7.343
Br -5.629 -0.704 9.039
N -5.040 -1.094 6.041
N -4.020 -0.805 5.198
H 0.779 -0.284 7.858
H 0.029 -1.359 6.513
H -0.953 -0.876 8.002
H 0.152 1.078 5.734
H -1.524 0.102 4.484
H -5.941 -1.538 5.842
H -3.977 -0.987 4.187
C 1.245 1.133 -0.784
C 1.084 -0.035 -0.046
C -0.064 -0.226 0.714
C -1.047 0.762 0.722
C -0.889 1.938 -0.009
C 0.263 2.120 -0.763
N -2.267 0.556 1.499
O -2.369 -0.484 2.149
O -3.121 1.421 1.460
H 2.139 1.276 -1.381
H 1.850 -0.795 -0.065
H -0.178 -1.140 1.284
H -1.648 2.711 -0.003
H 0.396 3.026 -1.336
C -2.185 2.419 -6.977
C -1.710 1.434 -6.117
C -0.773 1.754 -5.143
C -0.322 3.068 -5.036
C -0.788 4.057 -5.897
C -1.723 3.727 -6.871
N 0.645 3.414 -3.995
O 1.046 2.516 -3.268
O 0.995 4.578 -3.906
H -2.921 2.167 -7.734
H -2.073 0.416 -6.206
H -0.409 0.979 -4.478
H -0.437 5.080 -5.822
H -2.094 4.490 -7.545
C 5.803 -4.302 -2.443
C 5.458 -3.517 -3.538
C 4.250 -2.830 -3.548
C 3.397 -2.933 -2.453
C 3.733 -3.723 -1.356
C 4.941 -4.409 -1.356
N 2.136 -2.191 -2.449
O 1.865 -1.524 -3.433
O 1.425 -2.277 -1.458
H 6.750 -4.833 -2.436
H 6.133 -3.438 -4.383
H 3.992 -2.221 -4.407
H 3.071 -3.812 -0.503
H 5.214 -5.025 -0.506

No. 2
58
Properties=species:S:1:pos:R:3 method="wB97M-V/def2-TZVPD" e_homo_ha="-0.412 / -0.415" s2=2.03 multiplicity=3 homo_lumo_gap_ev="6.9 / 6.6" total_charge=+1 total_energy_ha=-4259.19965 de_lowest_kcal_mol=26.25
V -0.142 -0.476 0.065
C 3.858 -1.333 3.928
S 2.086 -1.082 4.251
C 1.461 -0.921 2.654
S -0.240 -0.656 2.456
N 2.255 -1.021 1.635
N 1.678 -0.921 0.432
C 2.483 -1.166 -0.581
C 1.814 -1.320 -1.816
C 2.375 -1.811 -3.008
C 1.545 -2.073 -4.073
C 0.177 -1.814 -3.944
C -0.306 -1.321 -2.749
N 0.482 -1.075 -1.701
H 4.369 -1.173 4.871
H 4.194 -0.612 3.190
H 4.022 -2.348 3.580
H 3.543 -1.342 -0.435
H 3.437 -1.998 -3.058
H 1.935 -2.496 -4.985
H -0.505 -2.008 -4.754
H -1.368 -1.143 -2.608
N -0.592 4.531 1.628
C -0.116 3.728 0.673
C -0.066 2.319 0.820
N 0.427 1.546 -0.129
C 0.884 2.131 -1.243
C 0.817 3.512 -1.384
N 0.324 4.297 -0.453
H -1.001 4.169 2.471
H -0.657 5.515 1.424
H -0.439 1.852 1.724
H 1.308 1.500 -2.012
H 1.150 4.002 -2.287
Cl -3.879 0.797 -3.090
C -2.601 1.367 -2.001
Cl -2.684 3.116 -1.732
C -2.768 0.691 -0.603
O -3.756 0.847 0.062
O -1.744 -0.002 -0.286
H -1.634 1.150 -2.465
C -1.237 -4.326 -1.069
Te -1.135 -2.910 0.588
C 0.635 -4.080 1.026
C 0.340 -5.451 0.490
C 0.952 -6.581 1.009
C 0.620 -7.836 0.523
C -0.325 -7.962 -0.479
C -0.932 -6.834 -1.010
C -0.598 -5.576 -0.532
H -0.696 -3.951 -1.946
H -2.274 -4.510 -1.353
H 0.817 -4.109 2.102
H 1.505 -3.638 0.527
H 1.674 -6.483 1.805
H 1.087 -8.714 0.941
H -0.603 -8.941 -0.840
H -1.678 -6.937 -1.783

No. 3
70
Properties=species:S:1:pos:R:3 method="wB97M-V/def2-TZVPD" e_homo_ha=-0.335 homo_lumo_gap_ev=7.6 total_energy_ha=-3344.89497 de_lowest_kcal_mol=17.75
Hf -1.181 -1.187 -0.371
C -1.322 -0.021 3.612
C -1.802 0.797 2.463
N -1.560 0.577 1.181
C -2.179 1.603 0.486
C -2.788 2.445 1.348
N -2.536 1.917 2.588
C -3.574 3.697 1.229
O -3.696 4.203 0.022
O -4.047 4.193 2.223
C -2.079 1.606 -0.993
O -2.387 2.593 -1.651
O -1.579 0.513 -1.476
H -0.799 -0.893 3.236
H -2.164 -0.345 4.227
H -0.634 0.559 4.228
H -2.898 2.325 3.436
H -3.208 3.655 -0.649
O -3.955 -1.222 2.236
Cl -3.460 -1.960 1.127
O -4.197 -3.140 0.865
O -2.005 -2.280 1.323
O -3.388 -1.093 -0.089
O 6.582 -2.662 1.037
N 5.703 -3.249 0.428
O 5.882 -4.193 -0.322
C 4.318 -2.772 0.608
C 4.074 -1.709 1.447
C 2.798 -1.222 1.572
C 1.691 -1.769 0.858
O 0.521 -1.262 0.907
C 2.015 -2.941 0.119
C 3.294 -3.412 -0.038
N 0.945 -3.735 -0.480
O 1.218 -4.695 -1.157
O -0.210 -3.427 -0.211
N 2.643 -0.099 2.524
O 1.697 0.669 2.401
O 3.522 0.048 3.354
H 4.881 -1.252 1.998
H 3.483 -4.284 -0.645
N 0.843 1.839 -2.876
C 1.081 1.097 -1.798
S 1.081 -0.604 -1.982
N 1.271 1.732 -0.625
C 1.711 3.075 -0.372
C 2.399 3.855 -1.302
C 2.848 5.121 -0.943
C 2.626 5.620 0.332
C 1.953 4.833 1.258
C 1.498 3.572 0.911
H 0.521 1.335 -3.685
H 0.531 2.796 -2.770
H 1.174 1.153 0.197
H 2.633 3.473 -2.285
H 3.390 5.713 -1.672
H 2.976 6.608 0.604
H 1.784 5.200 2.264
H 0.980 2.962 1.643
C -1.832 -4.194 -3.232
C -2.456 -3.165 -2.318
C -3.620 -2.477 -3.011
O -1.461 -2.194 -1.941
H -2.564 -4.958 -3.510
H -0.985 -4.680 -2.745
H -1.473 -3.697 -4.139
H -2.813 -3.669 -1.423
H -3.266 -2.030 -3.944
H -4.046 -1.690 -2.397
H -4.406 -3.202 -3.240